1.
{
  "formula": "C44H37N4OP2S2Ta",
  "method": "ωB97M-V/def2-TZVPD",
  "total_charge": 4,
  "de_lowest_kcal_mol": 10.6,
  "energy_ev": -95999.0632,
  "homo_energy_ev": -19.11,
  "species": ["Ta", "O", "S", "C", "C", "C", "C", "C", "C", "P", "C", "C", "C", "C", "C", "C", "C", "C", "C", "C", "C", "C", "C", "C", "C", "C", "C", "C", "P", "C", "C", "C", "C", "C", "C", "C", "C", "C", "C", "C", "C", "H", "H", "H", "H", "H", "H", "H", "H", "H", "H", "H", "H", "H", "H", "H", "H", "H", "H", "H", "H", "H", "H", "H", "H", "H", "H", "H", "H", "C", "C", "N", "N", "C", "N", "S", "C", "C", "C", "C", "C", "N", "H", "H", "H", "H", "H", "H", "H", "H", "H"],
  "positions_angstrom": [[-0.7616, 0.1187, -0.6038], [-0.9038, 3.6957, -1.0560], [0.0063, 2.7862, -0.3520], [-0.0271, 3.2389, 1.3506], [0.2846, 4.5525, 1.6966], [0.0523, 4.9761, 2.9956], [-0.5073, 4.1156, 3.9331], [-0.8382, 2.8176, 3.5757], [-0.5957, 2.3712, 2.2781], [-1.0166, 0.6778, 1.9127], [0.2199, -0.3329, 2.7316], [1.4416, 0.2512, 3.0921], [2.3917, -0.4967, 3.7741], [2.1250, -1.8176, 4.1080], [0.9151, -2.4074, 3.7416], [-0.0292, -1.6769, 3.0443], [-2.6623, 0.2993, 2.4680], [-3.7374, 0.7319, 1.6792], [-5.0348, 0.5323, 2.1160], [-5.2628, -0.1000, 3.3343], [-4.1979, -0.5181, 4.1258], [-2.8930, -0.3237, 3.7000], [1.6074, 3.0360, -1.0413], [2.0997, 4.3353, -1.1310], [3.3193, 4.5461, -1.7572], [4.0267, 3.4828, -2.3071], [3.5014, 2.1999, -2.2659], [2.2751, 1.9727, -1.6415], [1.5794, 0.3351, -1.7429], [0.8419, 0.0210, -3.3265], [0.8925, 0.9179, -4.3924], [0.2095, 0.6123, -5.5621], [-0.5296, -0.5637, -5.6601], [-0.5995, -1.4512, -4.5916], [0.0830, -1.1604, -3.4197], [2.9307, -0.7663, -1.3742], [3.6848, -0.5341, -0.2173], [4.7893, -1.3253, 0.0446], [5.1486, -2.3362, -0.8484], [4.4041, -2.5591, -1.9981], [3.2863, -1.7748, -2.2679], [0.6684, 5.2574, 0.9778], [0.2903, 5.9956, 3.2705], [-0.7001, 4.4622, 4.9402], [-1.2913, 2.1589, 4.3075], [1.6386, 1.2953, 2.8800], [3.3264, -0.0393, 4.0722], [2.8521, -2.3877, 4.6731], [0.7072, -3.4318, 4.0246], [-0.9697, -2.1427, 2.7726], [-3.5634, 1.2623, 0.7493], [-5.8692, 0.8824, 1.5226], [-6.2779, -0.2558, 3.6763], [-4.3853, -0.9861, 5.0834], [-2.0735, -0.6260, 4.3389], [1.5358, 5.1812, -0.7701], [3.7142, 5.5515, -1.8256], [4.9789, 3.6587, -2.7908], [4.0424, 1.3815, -2.7262], [1.4563, 1.8398, -4.3224], [0.2536, 1.2928, -6.4029], [-1.0483, -0.7944, -6.5823], [-1.1608, -2.3715, -4.6860], [0.0848, -1.8865, -2.6096], [3.4302, 0.2746, 0.4614], [5.3892, -1.1456, 0.9275], [6.0277, -2.9376, -0.6526], [4.7010, -3.3309, -2.6962], [2.7214, -1.9403, -3.1768], [-3.7258, -3.3378, -0.9289], [-2.5555, -2.4341, -0.7954], [-2.5482, -1.1776, -1.1138], [-3.7336, -0.7421, -1.6722], [-3.6727, 0.4696, -2.0839], [-4.6832, 1.1023, -2.6724], [-2.2068, 1.4673, -1.8466], [-1.2679, -2.9250, -0.3079], [-0.9937, -4.2576, -0.1432], [0.2846, -4.6426, 0.2757], [1.2194, -3.6683, 0.5558], [0.8707, -2.3403, 0.3904], [-0.3376, -1.9601, -0.0709], [-4.6477, -2.7734, -0.9937], [-3.7677, -4.0312, -0.0893], [-3.6280, -3.9275, -1.8476], [-5.5453, 0.6032, -2.8449], [-4.6031, 2.0465, -3.0141], [-1.7540, -4.9987, -0.3461], [0.5248, -5.6922, 0.3947], [2.2088, -3.9149, 0.9172], [1.5643, -1.5631, 0.6559]],
  "atomic_forces_ev_per_a": [[-0.332, -0.223, -0.533], [0.319, -0.102, 0.229], [-0.720, 0.061, -0.581], [0.151, 0.194, 0.158], [-0.064, -0.110, 0.116], [0.022, 0.061, 0.012], [-0.007, -0.009, 0.005], [0.043, 0.053, 0.036], [-0.036, 0.195, 0.101], [-0.045, -0.222, -0.258], [0.131, -0.033, 0.193], [-0.039, -0.048, -0.039], [0.017, -0.030, -0.034], [-0.013, -0.037, 0.008], [0.059, 0.043, 0.053], [-0.053, 0.096, 0.128], [-0.141, -0.103, 0.021], [-0.014, -0.004, 0.029], [0.016, -0.010, 0.032], [-0.006, -0.008, 0.017], [-0.003, 0.006, -0.014], [-0.057, 0.046, 0.007], [0.224, 0.214, -0.008], [0.057, -0.106, -0.101], [0.020, 0.035, 0.000], [0.000, 0.016, -0.001], [0.044, 0.038, 0.002], [0.060, 0.167, 0.002], [0.037, 0.048, 0.450], [-0.131, -0.091, -0.133], [-0.091, 0.012, -0.090], [0.013, 0.037, 0.076], [-0.039, -0.027, -0.026], [-0.018, 0.063, -0.003], [-0.101, 0.017, -0.001], [0.113, -0.190, -0.176], [0.048, -0.018, 0.052], [-0.024, -0.025, -0.032], [0.008, 0.019, 0.027], [-0.069, 0.030, -0.011], [0.055, -0.136, 0.056], [-0.013, -0.007, -0.016], [-0.001, -0.013, 0.004], [0.002, 0.000, -0.016], [-0.002, -0.006, -0.014], [0.008, -0.009, 0.016], [-0.022, 0.001, 0.002], [-0.017, 0.008, -0.017], [-0.003, 0.014, -0.009], [-0.029, 0.019, 0.028], [0.016, 0.005, 0.000], [0.015, -0.016, 0.003], [0.014, 0.010, 0.004], [0.001, 0.008, -0.015], [0.003, -0.024, -0.021], [-0.004, -0.008, 0.008], [0.000, -0.009, 0.002], [-0.016, 0.000, -0.002], [-0.009, 0.002, 0.010], [0.010, -0.020, 0.023], [0.021, -0.025, 0.008], [0.010, 0.010, 0.015], [0.002, 0.002, -0.004], [0.097, -0.052, -0.028], [0.003, 0.007, -0.017], [-0.008, 0.006, -0.021], [-0.026, 0.009, 0.003], [-0.003, 0.018, 0.000], [0.018, 0.008, -0.007], [0.091, 0.044, -0.018], [0.046, -0.192, 0.095], [-0.398, 0.221, -0.158], [0.516, -0.157, 0.223], [-0.116, 0.596, -0.372], [0.089, -0.257, 0.098], [0.092, -0.039, 0.356], [-0.109, -0.079, -0.013], [0.086, -0.165, 0.066], [-0.101, -0.107, -0.022], [0.127, 0.054, -0.024], [-0.156, -0.108, -0.026], [0.239, 0.145, 0.114], [-0.027, 0.006, 0.006], [0.007, -0.012, -0.016], [-0.009, 0.001, 0.003], [-0.032, 0.018, -0.019], [0.009, 0.022, 0.009], [0.023, -0.005, 0.005], [-0.011, 0.006, -0.006], [-0.008, 0.014, -0.016], [0.139, 0.138, 0.009]],
  "mulliken_charge": [0.707, -0.767, 1.728, 0.637, -0.621, -1.049, -0.847, -0.613, 0.522, 1.370, 1.136, -0.921, -0.831, -0.810, -0.927, -0.968, 0.753, -0.635, -0.859, -0.687, -0.913, -0.221, 0.075, -0.795, -0.966, -0.803, -0.708, 0.196, 2.440, 0.266, -1.095, -0.834, -0.816, -0.898, 0.118, 0.889, -0.283, -0.795, -0.761, -0.806, -0.867, 0.266, 0.473, 0.506, 0.569, 0.508, 0.566, 0.499, 0.557, 0.629, 0.364, 0.500, 0.472, 0.499, 0.562, 0.660, 0.476, 0.517, 0.591, 0.502, 0.502, 0.498, 0.539, 0.480, 0.524, 0.553, 0.489, 0.519, 0.478, -1.892, 0.992, 1.226, -1.669, 0.723, -0.391, -0.302, 0.522, -0.802, -1.199, -1.228, -0.119, 0.691, 0.470, 0.523, 0.373, 0.260, 0.212, 0.629, 0.516, 0.723, 0.706]
}

=====

2.
{
  "formula": "C5H7F4NO2S",
  "method": "ωB97M-V/def2-TZVPD",
  "de_lowest_kcal_mol": 58.9,
  "energy_ev": -32585.4152,
  "homo_energy_ev": -9.57,
  "species": ["C", "C", "C", "C", "C", "N", "O", "O", "F", "F", "F", "F", "S", "H", "H", "H", "H", "H", "H", "H"],
  "positions_angstrom": [[-0.4281, 2.0519, 0.3640], [1.3736, 0.5066, 0.0765], [-0.1541, 0.5313, 0.2015], [-1.7008, -0.9251, 1.3707], [-2.9796, -0.1541, 1.2419], [-0.4901, -0.3056, 1.3234], [-1.2754, 2.6834, -0.4939], [0.1586, 2.7407, 1.1607], [-1.6720, -1.6930, 2.4631], [-3.9858, -0.9795, 1.5528], [-3.1727, 0.9757, 1.9889], [-3.2104, 0.2799, -0.0483], [1.9882, -1.1933, 0.1090], [1.8300, 0.9417, -0.8457], [1.5765, 1.0770, 1.0895], [-0.4940, 0.2244, -0.7519], [-1.7406, -2.1113, -0.1200], [-2.0045, 2.1251, -0.6905], [0.3801, -0.8013, 1.5472], [0.8905, -1.8072, -0.3389]],
  "atomic_forces_ev_per_a": [[-0.194, 1.419, 0.823], [0.474, 0.911, 1.696], [0.949, 1.465, -0.397], [2.369, -2.583, -1.467], [-2.877, 1.106, -0.888], [0.127, 2.011, -0.889], [1.096, 0.081, 0.603], [-0.125, -0.936, -0.430], [-0.907, -0.361, 0.042], [0.396, 0.174, -0.062], [1.110, -1.173, -0.251], [0.748, -0.442, 0.783], [0.741, -0.415, 0.349], [-0.867, 0.325, 1.063], [0.896, -1.105, -2.181], [-1.268, -0.807, -0.920], [-0.325, 2.021, 2.490], [-1.133, -1.019, -0.683], [-1.020, -0.664, 0.586], [-0.190, -0.010, -0.266]],
  "mulliken_charge": [0.564, -0.814, -0.241, 0.022, 0.746, -0.050, -0.471, -0.530, -0.288, -0.234, -0.252, -0.277, -0.263, 0.384, 0.423, 0.310, 0.160, 0.362, 0.296, 0.154]
}